Here is a cluster of 12 separate species, C21H57N9O24 in total in a non-equilibrium geometry from OMol25. Energies are from ωB97M-V with the def2-TZVPD basis set.

Geometry (Å):
C (15.7040, 16.8833, 23.1243)
N (15.5463, 16.5704, 21.6751)
O (15.5067, 15.3884, 21.4035)
O (15.4334, 17.4695, 20.8826)
H (15.8363, 17.9487, 23.2731)
H (16.5395, 16.3232, 23.5253)
H (14.7430, 16.5621, 23.5221)
C (17.9915, 9.2376, 23.7787)
N (16.9831, 9.8880, 24.6554)
O (15.8860, 10.1280, 24.1966)
O (17.3025, 10.0689, 25.8107)
H (18.1592, 9.8272, 22.8836)
H (17.5863, 8.2781, 23.4536)
H (18.9036, 9.0041, 24.3147)
C (14.4242, 16.4689, 27.7822)
N (15.2223, 17.2296, 26.7829)
O (14.9906, 18.4040, 26.5890)
O (15.9605, 16.5346, 26.1164)
H (13.8518, 15.7495, 27.2060)
H (13.7603, 17.1454, 28.3126)
H (15.1089, 16.0268, 28.4987)
C (12.6612, 10.4591, 23.3387)
N (12.3380, 9.7404, 24.6045)
O (13.1367, 9.8833, 25.5183)
O (11.3126, 9.0909, 24.6855)
H (12.1071, 10.0255, 22.5176)
H (13.7332, 10.3989, 23.1731)
H (12.4495, 11.4910, 23.6225)
C (15.7233, 13.0959, 31.4942)
N (16.7784, 12.0946, 31.1527)
O (17.6349, 11.8167, 31.9736)
O (16.6663, 11.5483, 30.0695)
H (15.5894, 13.7702, 30.6580)
H (16.1870, 13.6305, 32.3254)
H (14.8412, 12.5861, 31.8627)
C (19.9381, 14.4175, 30.9576)
N (18.7257, 15.0368, 30.3442)
O (18.5032, 14.8523, 29.1668)
O (17.9652, 15.6135, 31.0976)
H (20.2911, 15.1507, 31.6715)
H (20.5909, 14.1399, 30.1363)
H (19.6300, 13.4762, 31.4112)
C (20.3453, 14.0211, 26.0117)
N (20.7917, 13.1442, 24.9154)
O (21.9691, 13.1580, 24.6452)
O (19.9722, 12.4114, 24.3902)
H (19.2770, 14.2140, 26.0073)
H (20.9122, 14.9443, 25.9765)
H (20.5642, 13.4852, 26.9352)
C (11.8775, 14.4142, 30.1620)
N (10.9421, 15.5468, 30.3794)
O (9.7668, 15.3021, 30.5351)
O (11.4256, 16.6580, 30.3620)
H (11.2836, 13.5612, 29.8474)
H (12.4540, 14.2201, 31.0594)
H (12.5329, 14.7097, 29.3458)
C (17.7613, 13.0608, 22.5912)
N (18.7764, 14.0012, 22.0690)
O (19.3629, 13.6602, 21.0686)
O (18.9739, 15.0304, 22.6772)
H (17.5721, 13.2858, 23.6351)
H (18.1007, 12.0328, 22.5701)
H (16.8560, 13.1650, 21.9995)
C (11.2210, 18.5604, 27.1514)
O (11.3550, 17.1621, 27.1943)
C (11.2280, 16.5289, 25.9524)
C (11.1191, 15.0154, 26.1219)
O (11.2628, 14.3774, 24.8797)
C (10.0342, 14.2290, 24.1688)
H (11.4211, 19.0041, 28.1237)
H (10.2573, 18.8651, 26.7387)
H (12.0220, 18.9764, 26.5211)
H (12.1128, 16.7501, 25.3379)
H (10.3530, 16.8933, 25.3964)
H (10.2368, 14.7464, 26.7154)
H (11.9425, 14.6777, 26.7645)
H (9.3387, 13.5669, 24.6933)
H (10.3044, 13.7188, 23.2457)
H (9.5844, 15.2073, 24.0007)
C (14.5134, 13.5586, 24.0971)
O (14.9075, 13.9596, 25.3841)
C (15.7654, 13.0384, 26.0523)
C (15.7594, 13.3734, 27.5235)
O (14.5232, 13.2888, 28.2001)
C (13.7249, 12.1838, 27.8642)
H (15.0791, 14.0439, 23.2911)
H (13.4882, 13.9072, 23.9297)
H (14.6226, 12.4903, 23.8779)
H (16.7812, 13.0805, 25.6505)
H (15.3802, 12.0218, 25.9352)
H (16.1715, 14.3595, 27.7382)
H (16.5124, 12.7258, 27.9921)
H (13.4127, 12.1557, 26.8135)
H (12.8563, 12.2445, 28.5175)
H (14.2192, 11.2102, 27.9843)
C (7.3914, 7.1677, 31.4885)
O (8.6267, 7.2769, 30.8289)
C (8.5067, 7.3812, 29.4371)
C (9.8700, 7.5479, 28.8069)
O (10.4709, 8.7927, 29.1108)
C (11.8189, 8.8020, 28.6967)
H (7.6182, 7.0792, 32.5496)
H (6.8546, 6.2582, 31.1952)
H (6.7585, 8.0443, 31.3220)
H (7.8460, 8.2156, 29.1746)
H (8.1037, 6.4566, 29.0011)
H (9.8206, 7.4987, 27.7088)
H (10.5152, 6.7072, 29.0947)
H (11.8635, 8.5676, 27.6256)
H (12.4546, 8.0655, 29.1966)
H (12.1937, 9.8127, 28.8283)

Force components x, y, z for each atom (eV/Å):
C -0.4 0.3 -0.1
N 0.4 0.1 0.4
O 0.0 -0.4 -0.4
O -0.1 0.3 -0.2
H 0.0 0.0 -0.2
H -0.1 -0.2 0.0
H 0.2 -0.1 0.4
C 0.1 -0.8 -0.6
N 0.4 -0.5 0.5
O 0.1 0.2 -0.4
O 0.0 0.2 -0.1
H 0.0 0.2 0.1
H -0.3 0.2 0.1
H 0.0 0.5 0.2
C -0.3 0.8 0.6
N -0.7 -0.6 -0.4
O 0.2 0.1 0.2
O 0.7 0.4 0.0
H 0.2 -0.3 0.1
H 0.0 0.1 -0.2
H 0.1 -0.3 -0.2
C 0.3 0.1 0.5
N 0.4 -0.5 0.6
O -0.4 0.0 -0.3
O 0.2 0.3 -0.3
H -0.3 0.3 0.1
H 0.0 -0.2 0.1
H -0.3 0.0 -0.6
C 1.3 0.7 1.2
N -0.6 -1.0 -0.7
O -0.1 0.5 -0.1
O 0.2 0.2 0.3
H -0.3 -0.3 -0.2
H -0.4 0.2 0.0
H -0.1 -0.2 -0.4
C -0.2 -0.1 -0.6
N -0.7 -0.5 0.3
O 0.3 0.0 -0.2
O 0.2 0.1 0.0
H 0.4 -0.2 0.0
H 0.3 0.4 0.1
H -0.2 0.2 0.3
C -0.2 0.3 0.8
N 0.0 -0.3 -0.2
O 0.1 0.1 0.0
O -0.2 0.0 0.0
H 0.0 -0.2 -0.5
H 0.1 -0.1 -0.1
H 0.1 0.0 -0.1
C -0.1 -0.2 -0.8
N 0.1 0.2 0.0
O -0.1 -0.1 0.1
O 0.1 0.1 0.1
H 0.0 -0.1 0.3
H -0.1 0.1 0.1
H 0.1 0.0 0.1
C -0.7 -0.3 0.7
N 0.3 -0.7 -0.1
O 0.0 0.1 -0.2
O -0.1 0.3 0.2
H -0.1 0.4 -0.1
H 0.4 0.1 -0.5
H 0.1 0.2 -0.1
C 0.9 0.4 -0.7
O -0.4 -0.5 0.7
C 0.0 0.1 -0.4
C 0.8 0.4 1.0
O -0.6 -0.4 0.1
C 0.6 -0.3 0.2
H -0.4 -0.4 0.3
H -0.1 0.0 0.2
H -0.2 0.0 -0.2
H 0.0 -0.1 -0.1
H 0.0 0.1 0.1
H -0.4 -0.1 -0.5
H 0.2 0.0 -0.3
H 0.0 0.2 0.2
H -0.1 0.3 -0.2
H -0.2 -0.1 -0.3
C -0.2 0.5 -1.1
O 0.1 -0.5 0.1
C -1.0 0.5 0.1
C 1.4 -0.1 0.4
O 0.0 0.3 -0.3
C -0.1 -0.6 -0.3
H 0.3 0.1 0.4
H 0.0 -0.4 0.2
H -0.2 -0.1 0.6
H 0.2 0.0 0.1
H 0.2 -0.1 -0.2
H -0.3 0.2 -0.4
H -0.3 -0.4 0.0
H -0.2 0.5 0.1
H -0.1 -0.2 -0.1
H 0.2 0.2 0.4
C 0.1 -0.2 0.2
O 0.2 0.0 0.1
C 0.3 0.1 -0.4
C 0.3 0.3 -0.4
O 0.0 -0.4 0.7
C -0.3 0.1 -0.8
H -0.1 0.1 0.0
H -0.1 0.1 -0.1
H 0.0 0.0 -0.1
H 0.0 0.0 -0.1
H -0.3 0.0 0.1
H -0.4 -0.2 0.0
H 0.0 0.1 0.3
H 0.1 0.1 0.0
H -0.1 0.1 0.4
H 0.1 0.0 0.2

Its maximum force is 1.89 eV/Å. The value obtained for the LUMO energy is -0.3696 eV. The orbital gap is 9.179 eV. For the total energy, the calculation gives -85223.3543 eV.

Atom charges from the Mulliken analysis, given in e for atoms 1 to 99: C -0.475; N 0.994; O -0.569; O -0.600; H 0.346; H 0.224; H 0.061; C -0.840; N 0.845; O -0.415; O -0.516; H 0.256; H 0.331; H 0.304; C -0.326; N 0.899; O -0.621; O -0.440; H -0.196; H 0.239; H 0.367; C -0.258; N 0.864; O -0.385; O -0.572; H 0.357; H 0.034; H 0.008; C -0.473; N 0.943; O -0.587; O -0.543; H -0.039; H 0.381; H 0.319; C -0.636; N 0.879; O -0.442; O -0.548; H 0.283; H 0.236; H 0.244; C -0.644; N 0.933; O -0.555; O -0.476; H 0.054; H 0.350; H 0.346; C -0.701; N 1.039; O -0.590; O -0.550; H 0.335; H 0.388; H 0.053; C -0.410; N 1.120; O -0.629; O -0.565; H -0.243; H 0.246; H 0.429; C -0.949; O -0.074; C -0.513; C 0.308; O -0.103; C -0.908; H 0.258; H 0.344; H 0.355; H 0.134; H 0.512; H 0.412; H -0.639; H 0.354; H 0.217; H 0.336; C 0.184; O 0.636; C 0.000; C -0.843; O 0.529; C -0.886; H -0.336; H 0.258; H -0.350; H -0.552; H 0.367; H 0.076; H 0.381; H 0.059; H 0.204; H 0.338; C -0.734; O -0.283; C -0.493; C -0.489